Record 1
This record from OMol25 describes a molecular structure, C15H40CdIO5 in a non-equilibrium geometry. The level of theory is wB97M-V/def2-TZVPD.

```
62
C15H40CdIO5 wB97M-V/def2-TZVPD
Cd 0.47133 -0.09624 0.52654
I 2.50048 0.10617 2.46654
C -2.73007 -0.02567 3.55576
C -1.48885 -0.84177 3.12499
C -1.55330 -2.27378 3.52860
O -1.27549 -0.74578 1.73809
H -2.80933 -0.01344 4.64280
H -3.69758 -0.31425 3.14498
H -2.64181 1.04651 3.38038
H -0.66309 -0.39996 3.68270
H -1.87122 -2.36553 4.56716
H -0.60523 -2.81151 3.54035
H -2.30355 -2.72441 2.87888
H -2.07747 -1.02641 1.29125
C 2.56524 1.15185 -3.28936
C 2.95404 0.77139 -1.85086
C 4.29748 1.30019 -1.34868
O 1.88424 0.97770 -0.99571
H 2.09791 2.13617 -3.31770
H 1.87134 0.49999 -3.82010
H 3.40855 1.11931 -3.97919
H 2.97539 -0.31504 -1.76519
H 4.54450 2.25930 -1.80385
H 5.07213 0.59684 -1.65419
H 4.29714 1.40030 -0.26328
H 1.93458 1.89654 -0.72220
C -0.56321 3.23785 2.78360
C -1.07121 2.65978 1.50808
C -1.62371 3.78969 0.55984
O -0.06206 1.98588 0.76508
H 0.35876 2.81011 3.17745
H -1.30354 3.17552 3.58118
H -0.34795 4.30167 2.68318
H -1.98071 2.09000 1.69850
H -2.16411 3.18367 -0.16734
H -0.99597 4.56353 0.11799
H -2.20490 4.42438 1.22879
H 0.54817 2.58397 0.32749
C -0.81393 -0.52820 -3.46351
C -1.10831 0.41501 -2.32567
C -2.56193 1.04546 -2.55329
O -0.92239 -0.15472 -1.03556
H 0.23820 -0.79635 -3.55956
H -1.16774 -0.05656 -4.38028
H -1.32073 -1.48969 -3.38099
H -0.36261 1.18617 -2.13244
H -2.70257 1.46808 -3.54813
H -2.72634 1.80242 -1.78642
H -3.31735 0.27618 -2.39318
H -1.72291 -0.67832 -0.95424
C 0.90184 -3.63893 -1.68910
C 0.73600 -3.15630 -0.24676
C 1.20784 -4.18310 0.80233
O 1.30054 -1.90909 0.05583
H 1.95478 -3.81582 -1.90846
H 0.50274 -2.89006 -2.37321
H 0.29873 -4.54412 -1.75951
H -0.32015 -2.90763 -0.14273
H 0.72412 -5.11562 0.51162
H 0.95031 -3.91929 1.82809
H 2.27999 -4.34176 0.68646
H 2.20496 -2.18221 0.22619
```

Computed properties:
F_max, eV Å⁻¹: 3.5
HOMO-LUMO gap (spin up / spin down), eV: 11.246 / 6.328
HOMO level (spin up / spin down), hartree: -0.6120 / -0.6079
Charge: +2
Expectation value of S²: 0.7528
Multiplicity: 2
Calculated total energy, Ha: -1436.52043

Record 2
This record from OMol25 describes a molecular structure, C4H8N2O2. The level of theory is wB97M-V/def2-TZVPD.

```
16
C4H8N2O2 wB97M-V/def2-TZVPD
C -0.81807 -1.12157 1.09849
C 0.57219 -0.92261 1.05680
C -0.76610 0.07638 -0.15503
C 1.07894 0.59333 -0.54978
N 1.18110 1.83226 -0.03572
N -0.95862 -0.70131 -1.35105
O -1.33228 1.13123 0.19984
O 1.81248 0.05602 -1.34068
H 1.85266 2.46294 -0.44819
H 0.30920 2.20923 0.32663
H -1.95185 -0.89185 -1.44184
H -0.64486 -0.18813 -2.16705
H -1.21074 -2.04263 0.68855
H -1.38277 -0.67796 1.90716
H 1.20274 -1.56998 0.46406
H 1.05598 -0.24534 1.74779
```

Computed properties:
F_max, eV Å⁻¹: 0.6
HOMO-LUMO gap (spin up / spin down), eV: 7.880 / 7.880
HOMO level (spin up / spin down), hartree: -0.2949 / -0.2949
Charge: 0
Calculated total energy, Ha: -417.09122

Record 3
This record from OMol25 describes a molecular structure, C19H30AlAs2N4S in a non-equilibrium geometry. The level of theory is wB97M-V/def2-TZVPD.

```
57
C19H30AlAs2N4S wB97M-V/def2-TZVPD
Al 0.25312 -0.43447 0.42629
N 2.28968 -0.09932 0.70289
C 2.56316 -0.28231 2.15651
C 1.47893 0.47547 2.88906
N 0.17117 -0.02901 2.36262
H 2.89530 -0.71261 0.15600
H 2.56269 0.84949 0.45230
H 3.55311 0.08629 2.42335
H 2.52874 -1.35068 2.37935
H 1.53563 1.54373 2.67752
H 1.53115 0.33870 3.96788
H -0.59771 0.58675 2.63327
H -0.04278 -0.91451 2.82555
C -3.59198 -1.07788 0.14029
As -2.05140 -0.06395 -0.42028
C -2.16567 -0.10308 -2.34992
C -2.37130 1.75410 0.13019
C -3.62420 2.12971 0.60783
C -3.86174 3.45501 0.94998
C -2.85914 4.40180 0.81718
C -1.60760 4.03302 0.34206
C -1.35342 2.71057 -0.00165
As 0.35292 2.14654 -0.70086
C 1.61856 3.36246 0.13468
C 0.39948 2.77223 -2.53746
H -4.46745 -0.68146 -0.37497
H -3.73682 -1.00645 1.21670
H -3.46973 -2.11550 -0.16898
H -3.04709 0.46991 -2.63827
H -2.26948 -1.13599 -2.67982
H -1.27932 0.33145 -2.80452
H -4.42690 1.41237 0.71516
H -4.83683 3.74610 1.31433
H -3.05130 5.43237 1.07940
H -0.84079 4.79126 0.23895
H 1.51616 4.34513 -0.32856
H 2.64682 3.03608 -0.03161
H 1.41995 3.45837 1.20203
H 0.02959 3.79801 -2.53414
H -0.22096 2.16396 -3.18900
H 1.43024 2.75238 -2.88916
N -1.05232 -2.82805 1.64918
C -0.06565 -3.22862 0.72290
N 0.65550 -2.30298 0.11134
C 1.61495 -2.88842 -0.73660
C 2.47948 -2.24834 -1.62875
C 3.36315 -3.02383 -2.35367
C 3.38755 -4.42068 -2.22941
C 2.50038 -5.07017 -1.40137
C 1.61096 -4.28473 -0.66555
S 0.36818 -4.83110 0.41005
H -0.92612 -3.31073 2.53779
H -1.98794 -3.06958 1.32977
H 2.43452 -1.18551 -1.83912
H 4.03698 -2.54319 -3.04874
H 4.09360 -4.99144 -2.81597
H 2.48399 -6.14869 -1.33408
```

Computed properties:
F_max, eV Å⁻¹: 1.0
HOMO-LUMO gap, eV: 8.824
HOMO level, hartree: -0.6511
Charge: +3
Calculated total energy, Ha: -6072.38468

Values of ΔE to the lowest compared entry with this formula, charge and spin, in order: 0.0000 4.4826 0.3622, all in eV.